{"formula": "C19H20N2O7S", "method": "wB97M-V/def2-TZVPD", "max_force_ev_per_a": 1.11, "lumo_energy_ev": 0.45, "total_charge": 0, "relative_energy_kj_mol": 32.4, "smiles": "COc1ccc(NC(=O)CCS(=O)(=O)c2ccc3c(c2)oc(=O)n3C)cc1OC", "e_tot_ha": -1770.42174, "homo_lumo_gap_ev": 8.1766, "elements": ["C", "H", "H", "O", "C", "C", "C", "C", "C", "C", "O", "C", "H", "H", "H", "H", "N", "C", "O", "C", "C", "H", "H", "S", "O", "O", "C", "C", "C", "C", "C", "C", "H", "O", "C", "O", "N", "C", "H", "H", "H", "H", "H", "H", "H", "H", "H", "H", "H"], "coordinates": [[3.80953, 0.13535, 3.06654], [4.55630, -0.08449, 2.30161], [3.13662, -0.71610, 3.18303], [3.09553, 1.32139, 2.77894], [2.24629, 1.40276, 1.72501], [1.38254, 2.49570, 1.76863], [0.47370, 2.75588, 0.76582], [0.40580, 1.90870, -0.33199], [1.26424, 0.81806, -0.40301], [2.17797, 0.54827, 0.60631], [3.01990, -0.53476, 0.55642], [3.00903, -1.34405, -0.59215], [3.29945, -0.78025, -1.48421], [2.02865, -1.80024, -0.76382], [3.74450, -2.12459, -0.40081], [1.19871, 0.18063, -1.26633], [-0.53883, 2.18995, -1.33184], [-0.87355, 1.45035, -2.41076], [-0.35795, 0.39612, -2.73381], [-2.01267, 2.05446, -3.23052], [-3.24280, 1.18236, -3.07068], [-4.11172, 1.58654, -3.58441], [-3.05786, 0.16392, -3.39749], [-3.70103, 1.11281, -1.29901], [-5.04973, 0.62402, -1.21224], [-3.41747, 2.40355, -0.72093], [-2.60496, -0.09018, -0.52847], [-2.44307, -1.33980, -1.10266], [-1.56883, -2.26623, -0.55636], [-0.88252, -1.88807, 0.58405], [-1.08594, -0.63147, 1.17605], [-1.95052, 0.29063, 0.63289], [-2.11633, 1.26248, 1.06428], [-0.30184, -0.52845, 2.28421], [0.40891, -1.68303, 2.40089], [1.20573, -1.91856, 3.26312], [0.05382, -2.52216, 1.36428], [0.58579, -3.84641, 1.19798], [1.04057, -3.95419, 0.21238], [1.34210, -3.99128, 1.96818], [-0.20268, -4.59205, 1.31562], [-1.42605, -3.23480, -1.00623], [-3.00920, -1.59549, -1.98326], [-2.24062, 3.06832, -2.90417], [-1.70869, 2.07070, -4.27960], [-1.15229, 2.96316, -1.10522], [-0.18673, 3.60669, 0.83842], [1.45053, 3.13995, 2.63014], [4.30766, 0.33387, 4.01517]], "forces_ev_per_a": [[0.2831, -0.4121, 0.2011], [-0.0450, 0.0453, 0.1042], [0.0855, 0.0921, -0.0200], [-0.0883, 0.2570, -0.1628], [-0.1215, 0.1104, -0.1028], [0.2105, -0.3052, -0.0331], [-0.0639, -0.1469, -0.1947], [0.4116, -0.0723, 0.1578], [0.0274, -0.0972, -0.1684], [0.0984, 0.1019, 0.1910], [-0.1379, 0.3735, 0.2943], [0.0456, -0.1046, -0.1943], [-0.0414, -0.0294, 0.0183], [-0.0110, 0.0173, -0.0017], [-0.0581, 0.0178, -0.0715], [0.0162, -0.0757, -0.0238], [0.0578, 0.4452, 0.2143], [0.0291, 0.3860, -0.4224], [0.0781, -0.1334, -0.1067], [0.1667, -0.1026, 0.0507], [0.0720, -0.0338, 0.8156], [-0.1344, -0.0193, 0.1192], [-0.0297, -0.0998, -0.0617], [-0.4471, -0.4071, -0.1025], [-0.0212, -0.2497, -0.2040], [0.2493, 0.2069, 0.0589], [-0.3716, 0.3063, -0.4359], [-0.1034, 0.0126, -0.0507], [0.1312, 0.0124, 0.2046], [-0.3846, 0.5853, -0.0413], [-0.5237, -0.5205, -0.8236], [0.2666, -0.1047, 0.4497], [0.0677, 0.1597, 0.0876], [-0.0716, 0.3562, 0.2633], [0.4289, -0.6697, 0.0656], [-0.0385, 0.1834, 0.2151], [-0.0726, 0.3521, 0.0477], [0.0754, -0.1755, 0.0352], [0.0126, -0.0099, 0.0099], [-0.0467, -0.0241, -0.0742], [0.0411, -0.0113, -0.0054], [0.0055, -0.1187, -0.0655], [-0.0225, -0.0756, -0.1459], [0.0124, -0.0001, -0.0920], [0.0142, -0.0104, 0.1003], [0.0424, -0.1852, -0.1862], [-0.0868, 0.1394, 0.0167], [0.0104, 0.0687, 0.1176], [-0.0184, -0.0346, -0.0476]], "nbo_charge": [-0.252, 0.179, 0.206, -0.496, 0.247, -0.222, -0.251, 0.133, -0.353, 0.300, -0.522, -0.249, 0.185, 0.169, 0.199, 0.265, -0.598, 0.683, -0.633, -0.504, -0.627, 0.257, 0.246, 2.164, -0.931, -0.972, -0.336, -0.162, -0.244, 0.123, 0.325, -0.234, 0.264, -0.444, 0.880, -0.604, -0.424, -0.414, 0.205, 0.251, 0.208, 0.229, 0.227, 0.228, 0.247, 0.423, 0.213, 0.230, 0.186]}